A 2-piece molecular cluster, C9H14 overall. Source: the Open Molecules 2025 dataset; level of theory: wB97M-V/def2-TZVPD.

Last column: Löwdin charge in e.
Element x y z (Å)
C  -1.173  1.407  -3.616  -0.18
C  0.262  1.943  -3.695  -0.17
H  -1.568  1.239  -4.621  0.05
H  -1.285  0.461  -3.092  0.05
H  -1.819  2.114  -3.098  0.06
H  0.764  1.381  -4.487  0.06
H  0.729  1.985  -2.722  0.06
H  0.232  2.938  -4.156  0.05
C  -2.207  -0.577  0.913  -0.16
C  1.160  -0.492  2.663  -0.21
C  2.047  -0.866  1.632  -0.21
C  -0.179  -0.256  2.458  -0.14
C  -0.745  -0.368  1.132  -0.36
C  1.483  -0.973  0.303  -0.18
C  0.156  -0.663  0.093  -0.16
H  1.595  -0.312  3.649  0.07
H  2.964  -1.384  1.896  0.04
H  -0.900  -0.252  3.267  0.07
H  2.131  -1.123  -0.556  0.06
H  -2.432  -1.648  0.675  0.05
H  -2.640  -0.035  0.076  0.04
H  -0.058  -0.579  -0.977  0.07
H  -2.845  -0.451  1.797  0.05

Values from the calculation:
- charge = -1
- total energy (eV) = -9558.15077
- HOMO-LUMO gap (alpha / beta) (eV) = 2.70 / 6.60
- ΔE to the lowest compared entry with this formula, charge and spin (kcal/mol) = 14.9
- <S²> = 0.762
- M (g/mol) = 122.211
- 2S+1 = 2
- HOMO level (alpha / beta) (eV) = 0.85 / -3.09
- largest force on an atom (hartree/bohr) = 0.0352

H4O2Sn as an isolated structure. Source: the Open Molecules 2025 dataset; level of theory: wB97M-V/def2-TZVPD.

Last column: Löwdin charge in e.
Element x y z (Å)
Sn  -0.566  -0.205  1.327  1.78
O  1.458  0.170  0.729  -0.13
H  2.182  -0.302  0.316  0.14
H  1.579  1.080  0.458  0.11
O  -1.542  -0.043  -0.610  -0.12
H  -2.163  -0.727  -0.861  0.12
H  -0.948  0.028  -1.358  0.11

Values from the calculation:
- charge = +2
- total energy (eV) = -9971.87844
- HOMO-LUMO gap (eV) = 10.93
- ΔE to the lowest compared entry with this formula, charge and spin (kcal/mol) = 0.0
- M (g/mol) = 154.741
- HOMO level (eV) = -22.67
- largest force on an atom (hartree/bohr) = 0.0334

One molecule with the formula C22H24N6O3S. Source: the Open Molecules 2025 dataset; level of theory: wB97M-V/def2-TZVPD.

Last column: Löwdin charge in e.
Element x y z (Å)
C  -3.864  -3.298  0.779  0.02
C  -3.817  -2.010  0.501  -0.15
C  -2.812  -1.070  1.106  -0.14
N  -1.845  -0.657  0.116  0.00
C  -1.850  0.440  -0.707  -0.29
C  -2.900  1.495  -0.693  -0.11
N  -4.179  0.913  -1.029  0.01
C  -5.392  1.280  -0.470  -0.28
C  -5.517  1.868  0.787  -0.04
C  -6.766  2.132  1.318  -0.05
C  -7.929  1.818  0.631  -0.30
C  -9.283  2.094  1.212  -0.06
C  -7.803  1.226  -0.621  -0.05
C  -6.564  0.963  -1.163  -0.03
N  -0.817  0.409  -1.498  0.08
N  -0.109  -0.699  -1.225  -0.01
C  -0.729  -1.339  -0.263  -0.60
S  -0.238  -2.835  0.465  1.01
C  1.145  -3.284  -0.636  -0.35
C  2.463  -2.620  -0.236  -0.53
O  3.319  -3.228  0.370  0.06
N  2.533  -1.333  -0.650  0.05
N  3.529  -0.423  -0.485  0.05
C  4.659  -0.694  0.058  -0.06
C  5.674  0.322  0.192  -0.15
C  6.896  -0.012  0.786  -0.03
C  7.903  0.910  0.939  -0.03
C  7.708  2.219  0.491  -0.32
O  8.717  3.109  0.654  0.06
C  6.507  2.576  -0.100  0.05
C  5.483  1.646  -0.258  -0.27
O  4.346  2.053  -0.836  0.07
H  -4.590  -3.950  0.324  0.06
H  -3.181  -3.753  1.478  0.05
H  -4.497  -1.558  -0.207  0.09
H  -2.272  -1.563  1.919  0.12
H  -3.316  -0.178  1.484  0.12
H  -2.950  1.942  0.302  0.11
H  -2.593  2.273  -1.403  0.13
H  -4.245  0.632  -1.997  0.14
H  -4.646  2.134  1.367  0.09
H  -6.831  2.593  2.294  0.11
H  -9.776  1.160  1.483  0.08
H  -9.205  2.710  2.104  0.07
H  -9.914  2.605  0.488  0.08
H  -8.692  0.972  -1.181  0.11
H  -6.490  0.505  -2.140  0.11
H  1.253  -4.362  -0.525  0.08
H  0.848  -3.022  -1.650  0.08
H  1.699  -0.926  -1.096  0.09
H  4.913  -1.679  0.439  0.12
H  7.043  -1.025  1.130  0.12
H  8.843  0.650  1.396  0.11
H  8.455  3.969  0.302  0.11
H  6.339  3.584  -0.452  0.13
H  3.735  1.283  -0.879  0.07

Values from the calculation:
- charge = 0
- total energy (eV) = -49121.10585
- HOMO-LUMO gap (eV) = 8.35
- ΔE to the lowest compared entry with this formula, charge and spin (kcal/mol) = 61.3
- M (g/mol) = 452.540
- HOMO level (eV) = -7.80
- largest force on an atom (hartree/bohr) = 0.0242
- SMILES = C=CCn1c(CNc2ccc(C)cc2)nnc1SCC(=O)N/N=C/c1ccc(O)cc1O

A 16-piece molecular cluster, C40H96N16O29 overall. Source: the Open Molecules 2025 dataset; level of theory: wB97M-V/def2-TZVPD.

Last column: Löwdin charge in e.
Element x y z (Å)
C  6.061  -3.252  -1.613  0.05
N  5.896  -1.942  -2.276  -0.41
O  6.093  -0.884  -1.683  0.06
O  5.644  -2.021  -3.494  0.02
H  5.247  -3.904  -1.933  0.09
H  6.202  -3.120  -0.542  0.09
H  6.981  -3.612  -2.004  0.09
C  1.418  0.701  8.387  0.04
N  2.259  1.635  9.215  -0.45
O  2.625  1.300  10.309  0.08
O  2.464  2.733  8.737  0.04
H  0.393  0.995  8.565  0.10
H  1.584  -0.334  8.698  0.09
H  1.738  0.837  7.354  0.07
C  3.156  -1.551  2.822  0.03
N  4.215  -1.595  1.792  -0.40
O  4.053  -0.840  0.814  0.02
O  5.195  -2.326  1.970  0.05
H  2.214  -1.100  2.407  0.08
H  3.499  -0.830  3.582  0.11
H  2.959  -2.557  3.219  0.10
C  0.446  5.370  -4.234  0.03
N  -0.205  4.572  -3.186  -0.45
O  0.486  4.192  -2.257  0.04
O  -1.336  4.290  -3.357  0.08
H  -0.187  5.244  -5.125  0.10
H  1.520  4.990  -4.332  0.10
H  0.387  6.455  -3.918  0.10
C  -1.067  -2.836  5.231  0.02
N  0.077  -2.212  5.798  -0.46
O  -0.109  -1.629  6.861  0.05
O  1.194  -2.383  5.334  0.06
H  -1.252  -3.759  5.874  0.14
H  -0.727  -3.224  4.235  0.10
H  -1.964  -2.192  5.267  0.12
C  3.316  6.578  -0.728  0.07
N  1.858  6.819  -0.953  -0.43
O  1.485  7.360  -1.964  0.05
O  1.144  6.627  0.049  0.03
H  3.671  7.589  -0.576  0.10
H  3.721  6.317  -1.706  0.10
H  3.397  5.844  0.061  0.06
C  3.983  1.501  -3.641  0.05
N  3.089  2.555  -4.161  -0.42
O  3.543  3.685  -4.259  0.05
O  1.916  2.224  -4.416  0.03
H  3.256  0.812  -3.186  0.10
H  4.699  1.964  -2.914  0.12
H  4.555  1.157  -4.450  0.08
C  4.915  2.304  2.239  0.08
N  4.727  3.655  1.550  -0.41
O  4.890  3.723  0.340  0.05
O  4.408  4.625  2.219  0.04
H  4.524  2.418  3.240  0.06
H  5.993  2.186  2.174  0.11
H  4.422  1.562  1.625  0.07
C  3.329  4.260  5.686  0.04
N  2.893  2.883  5.575  -0.44
O  3.792  2.067  5.550  0.05
O  1.690  2.645  5.580  0.04
H  3.270  4.611  4.637  0.10
H  4.364  4.272  5.972  0.10
H  2.638  4.719  6.383  0.11
C  -6.495  1.016  2.055  0.06
N  -5.125  0.716  2.594  -0.40
O  -4.722  1.385  3.550  0.05
O  -4.399  -0.049  1.949  0.02
H  -7.032  0.043  2.060  0.12
H  -6.335  1.457  1.063  0.08
H  -6.941  1.750  2.677  0.08
C  -2.659  6.937  1.866  0.05
N  -2.800  6.127  0.632  -0.38
O  -2.522  4.935  0.703  0.06
O  -3.178  6.667  -0.413  0.05
H  -3.644  7.270  2.173  0.10
H  -2.108  7.866  1.632  0.11
H  -2.186  6.500  2.728  0.09
C  -3.926  3.974  -1.807  0.02
N  -4.619  3.502  -0.559  -0.42
O  -5.525  4.161  -0.082  0.06
O  -4.278  2.414  -0.137  0.01
H  -4.480  3.592  -2.733  0.13
H  -2.962  3.478  -1.745  0.06
H  -3.795  5.098  -1.813  0.09
C  -4.552  -0.378  -1.507  0.01
N  -5.872  -0.294  -2.119  -0.45
O  -6.670  -1.214  -2.045  0.06
O  -6.120  0.777  -2.623  0.05
H  -4.425  -1.400  -1.090  0.10
H  -4.573  0.367  -0.702  0.06
H  -3.769  -0.185  -2.225  0.06
C  0.264  0.459  3.730  -0.04
C  -0.022  1.176  2.403  -0.49
C  0.928  2.367  2.313  -0.13
C  0.864  3.012  0.948  -0.17
C  1.254  1.982  -0.085  -0.13
C  0.320  0.757  -0.120  -0.48
N  0.433  0.246  1.280  -0.02
O  -0.420  -0.942  1.426  -0.06
C  -1.040  1.012  -0.744  0.00
C  0.982  -0.434  -0.858  -0.03
C  -1.447  1.580  2.468  -0.03
H  1.337  0.198  3.845  0.07
H  -0.311  -0.444  3.809  0.06
H  -0.130  1.151  4.509  0.09
H  0.777  3.165  3.064  0.13
H  1.958  2.117  2.485  0.10
H  1.550  3.828  0.869  0.09
H  -0.112  3.380  0.675  0.09
H  2.261  1.683  0.192  0.11
H  1.310  2.457  -1.095  0.11
H  -1.523  1.832  -0.202  0.07
H  -0.755  1.372  -1.769  0.10
H  -1.612  0.094  -0.789  0.08
H  1.305  -0.073  -1.837  0.08
H  1.837  -0.867  -0.382  0.05
H  0.222  -1.212  -1.023  0.07
H  -2.208  0.856  2.055  0.08
H  -1.661  2.479  1.858  0.08
H  -1.771  1.905  3.501  0.11
H  -1.295  -0.562  1.420  0.06
C  -2.956  0.879  -4.710  -0.03
C  -2.333  -0.467  -4.863  -0.55
C  -0.977  -0.508  -4.306  -0.15
C  -0.311  -1.866  -4.287  -0.16
C  -1.186  -2.805  -3.455  -0.14
C  -2.676  -2.824  -3.918  -0.46
N  -3.159  -1.402  -4.048  -0.08
O  -4.541  -1.347  -4.449  -0.03
C  -2.696  -3.757  -5.213  -0.01
C  -3.554  -3.411  -2.847  -0.04
C  -2.307  -0.809  -6.381  0.00
H  -2.370  1.622  -5.291  0.10
H  -2.862  1.132  -3.614  0.09
H  -3.982  0.910  -5.081  0.09
H  -0.314  0.147  -4.856  0.13
H  -1.051  -0.197  -3.275  0.10
H  0.625  -1.758  -3.779  0.09
H  -0.067  -2.303  -5.273  0.12
H  -1.254  -2.468  -2.429  0.10
H  -0.843  -3.847  -3.465  0.11
H  -3.645  -3.906  -5.603  0.05
H  -1.956  -3.406  -5.926  0.06
H  -2.356  -4.779  -4.884  0.10
H  -4.585  -3.448  -3.170  0.09
H  -3.200  -4.437  -2.600  0.09
H  -3.392  -2.948  -1.879  0.06
H  -1.312  -1.076  -6.665  0.07
H  -2.519  0.082  -6.979  0.09
H  -2.993  -1.612  -6.648  0.07
H  -4.537  -1.484  -5.406  0.09
C  2.671  -5.441  0.160  -0.01
C  1.506  -5.040  -0.772  -0.49
C  1.040  -6.260  -1.573  -0.14
C  0.233  -7.267  -0.775  -0.16
C  -0.979  -6.534  -0.128  -0.11
C  -0.515  -5.354  0.744  -0.53
N  0.367  -4.410  0.023  -0.05
O  0.970  -3.461  0.920  -0.07
C  -1.675  -4.467  1.142  -0.04
C  0.019  -5.931  2.061  -0.04
C  1.880  -3.951  -1.707  -0.04
H  2.450  -6.425  0.592  0.07
H  2.803  -4.717  0.940  0.06
H  3.638  -5.530  -0.370  0.09
H  0.479  -5.855  -2.376  0.10
H  1.874  -6.671  -2.094  0.12
H  0.820  -7.737  0.040  0.10
H  -0.091  -8.081  -1.439  0.11
H  -1.603  -7.198  0.481  0.12
H  -1.570  -6.203  -0.957  0.10
H  -1.373  -3.649  1.802  0.07
H  -2.110  -4.056  0.241  0.07
H  -2.457  -4.974  1.702  0.09
H  -0.821  -6.441  2.588  0.09
H  0.739  -6.810  1.960  0.09
H  0.470  -5.144  2.702  0.08
H  2.342  -3.127  -1.187  0.07
H  0.977  -3.559  -2.180  0.06
H  2.499  -4.272  -2.495  0.08
H  0.496  -2.600  0.786  0.07

Values from the calculation:
- charge = 0
- total energy (eV) = -126216.04711
- HOMO-LUMO gap (eV) = 8.43
- M (g/mol) = 1265.291
- HOMO level (eV) = -8.65
- largest force on an atom (hartree/bohr) = 0.0616